1.
C33H72Cl48O2PSi | wB97M-V/def2-TZVPD

Structure (XYZ):
```
157
Properties=species:S:1:pos:R:3
Cl 1.16496 2.42413 6.56029
Cl 7.67277 4.94658 -2.08944
Cl -7.03263 -1.80006 -11.26450
Cl -3.16961 -1.82155 7.25955
Cl 1.56276 5.55812 -5.62423
Cl -4.49580 7.78865 4.83819
Cl -3.96519 -0.68869 -7.14620
Cl -6.47301 -2.24795 4.35223
Cl 3.36798 -1.29727 -3.02606
Cl -2.79869 3.85301 4.69742
Cl -6.16752 2.77898 -4.38656
Cl 0.13287 2.06606 -8.96420
Cl -5.34210 -3.66724 -2.27909
Cl -9.05125 -5.36430 -2.92538
Cl 3.92222 5.15921 4.46074
Cl 3.76148 3.99490 -4.50015
Cl -6.05364 -1.13529 -3.60847
Cl -7.44010 -3.33966 0.39109
Cl 6.50676 7.64369 6.60796
Cl -1.07622 -7.51641 -4.06160
Cl 2.28898 2.52881 10.71195
Cl -3.83675 1.24328 5.48287
Cl -0.44283 -10.03800 -2.73104
Cl -0.75344 8.91163 2.54560
Cl 6.52989 -1.71331 0.06459
Cl 3.22986 -10.18439 -1.50565
Cl 4.24336 3.47107 8.75707
Cl -7.04459 -0.44594 0.27015
Cl 5.84038 3.18824 5.43820
Cl -4.76734 -3.42669 -6.51254
Cl 5.41478 -8.42390 -0.69294
Cl -1.50039 -0.93668 -3.99397
Cl -3.31396 -3.72958 5.04912
Cl -4.17708 3.91269 -6.20170
Cl 6.80996 6.01491 9.01382
Cl -8.00216 -0.25771 5.84531
Cl 0.60272 6.77758 1.08624
Cl -4.60923 5.80653 2.69649
Cl 1.19100 -3.06506 -3.85208
Cl -10.65026 -3.43078 -1.42507
Cl -7.06461 0.03102 -8.99052
Cl 6.97345 -3.25546 2.50516
Cl 2.13009 -6.23368 -1.91871
Cl 6.54333 3.67789 -4.47077
Cl -1.90233 1.22760 -7.04472
Cl -2.30475 -3.66846 -3.35021
Cl 0.76112 4.91704 5.05011
Cl 0.12734 -7.30616 -0.08442
P 4.04425 -0.62131 1.82508
Si 4.31971 3.21077 0.55448
O 1.96605 -1.98012 0.70980
O 2.96174 2.31127 1.10881
C 7.09524 6.11563 7.27302
C 4.21813 3.87736 5.63401
C -6.51544 -1.96477 1.00682
C -6.65154 -2.64680 -2.90695
C -7.92450 -1.94125 5.31650
C -4.59758 2.54345 -5.16352
C -2.71175 -2.20130 -4.24215
C 4.37476 2.93333 -1.34388
C -4.11753 2.69074 4.50828
C -2.74793 -2.13968 5.57333
C 0.27844 -3.26039 -0.57116
C -6.59493 -0.19061 -10.68066
C 4.19910 5.08274 0.81223
C -1.16327 2.59635 -7.88643
C 7.31977 -3.12956 0.77660
C 6.00465 2.63722 1.23586
C 7.97364 4.43316 -3.75598
C -5.18147 -1.95006 -7.39514
C 3.01272 1.98224 2.48897
C 3.83720 2.20680 9.92654
C 1.38969 -3.30155 0.51001
C 3.33307 -2.17083 1.01762
C -1.10113 -2.74948 -0.01445
C -1.72771 -9.01184 -3.38216
C 1.70140 -7.57242 -0.84449
C 2.03638 4.37420 -4.40093
C 2.72400 0.44082 2.59413
C -4.04427 7.41308 3.17143
C 4.98273 -9.99320 -1.38763
C 2.94126 -2.86845 -3.72269
C 0.36660 7.54841 2.65913
C -0.01490 3.51739 5.82288
C -10.51000 -5.10987 -1.95837
H -10.46627 -5.75256 -1.08442
H -1.44702 -3.35883 0.85053
H -11.37811 -5.36108 -2.55986
H -1.66812 -2.10136 5.46555
H -2.76368 -2.43613 -5.29690
H 1.66190 -8.48632 -1.42474
H -1.84299 -2.87031 -0.83586
H -0.68888 3.87292 6.59518
H -4.18568 2.40244 3.46358
H 1.74665 0.20825 2.11041
H -5.46577 -2.12257 0.77176
H 3.37844 -2.94411 -4.71363
H 3.30568 2.97506 -1.67717
H 2.63784 0.12799 3.65952
H -0.03920 6.81558 3.35190
H 2.17377 -4.02291 0.16638
H -6.14017 -1.58808 -7.04233
H -6.64933 -1.89898 2.08429
H -0.75143 3.28016 -7.15056
H 4.47992 5.42858 1.83621
H -5.04528 3.15802 4.82461
H 0.60953 -2.70603 -1.47545
H 3.48689 3.09462 5.49159
H 8.24307 5.30298 -4.34703
H -0.56850 2.97004 5.07460
H -4.63703 1.64390 -5.77001
H 5.41147 -10.06746 -2.38214
H 3.54471 -3.05496 1.66314
H -2.41634 -8.76253 -2.58055
H 3.93319 2.30679 3.01853
H 6.57715 5.29863 6.78495
H -3.83699 2.43916 -4.39547
H 8.78886 3.71618 -3.75941
H 4.86980 3.78121 -1.86403
H -1.08550 -1.66047 0.22281
H 2.16007 2.48648 3.00742
H -7.10207 0.55415 -11.28608
H 4.78180 0.04934 0.82561
H 8.16247 6.03966 7.08762
H 3.77677 1.25513 9.40717
H 4.95953 5.55069 0.13326
H -1.92569 3.09944 -8.47311
H -7.32507 -2.40346 -2.09092
H 5.37966 -10.77958 -0.75324
H 6.01862 1.62299 1.69387
H 2.45668 -7.65873 -0.06937
H 4.82883 1.96161 -1.62794
H 1.03170 -3.69836 1.49431
H 6.27669 3.33653 2.07066
H -5.23929 -2.17771 -8.45475
H 1.32441 7.91017 3.02137
H -4.48984 8.15064 2.51118
H -3.67098 -1.83932 -3.89685
H -3.20959 -1.37887 4.95102
H -7.90540 -2.58450 6.19081
H -2.96344 7.44467 3.08504
H -2.24891 -9.55657 -4.16327
H 4.85840 -1.08936 2.90058
H 3.22325 5.52174 0.50413
H 4.12699 4.28978 6.63494
H 3.87249 -2.32964 0.05161
H -7.18582 -3.19835 -3.67392
H 1.46551 3.46303 -4.55484
H 3.33641 -3.65332 -3.08336
H 6.79514 2.77367 0.46768
H 0.10414 -4.31360 -0.89394
H -8.79952 -2.16153 4.71255
H 4.61479 2.16735 10.68324
H 6.95358 -4.02238 0.27841
H -5.51916 -0.06672 -10.76456
H 8.39257 -3.03958 0.63680
H 1.82390 4.78246 -3.41695
```

Values from the calculation:
Frontier orbital gap = 9.3 eV
Energy = -657721.2754 eV
Charge = +1
LUMO energy = -2.42 eV
Largest force on an atom = 1.9 eV/A
Multiplicity = 1

***

2.
C33H72F3Fe2N6O23S5 | wB97M-V/def2-TZVPD

Structure (XYZ):
```
144
Properties=species:S:1:pos:R:3
Fe 3.22952 0.29053 -0.43834
Fe -1.53919 -0.72295 2.08886
S -1.08803 1.39661 3.64337
S -4.73284 -1.20720 0.78685
S 5.13524 -1.26782 0.60133
S 3.25133 0.25747 -3.10648
S 0.06301 -0.58093 -0.08351
F -3.96243 0.02710 -1.43690
F -5.73672 -1.18305 -1.64038
F -3.79531 -2.14760 -1.48466
O -3.35422 -0.97613 1.26318
O -0.27117 -1.08356 -1.39255
O -0.28034 0.19752 3.19095
O 1.37817 0.05391 -0.09618
O 5.73061 -2.41023 -0.05607
O 2.78240 -3.89916 -4.80087
O -2.76419 4.37162 -0.09170
O -2.32818 0.86048 2.98593
O 5.63815 -1.04724 1.93664
O 3.60651 -1.32247 0.57704
O 2.93358 -0.80753 -2.07032
O 4.36472 -0.06375 -3.95076
O -1.01533 0.29033 0.46823
O -0.06177 -1.58655 1.04397
O 3.47924 1.33624 -2.07042
O -3.12152 7.21427 2.98552
O -1.22855 -4.04094 -3.96318
O -0.59969 2.60918 3.00300
O 1.99759 0.43865 -3.83104
O -5.20807 -2.54256 1.03112
O -5.58902 -0.09391 1.09492
O 5.17412 -0.01690 -0.23137
O -1.17535 1.49525 5.07772
N 2.81160 -4.37022 0.11873
N -1.89926 -2.51080 3.20941
N -0.27203 1.94632 -3.85038
N -2.13533 4.69441 2.71889
N 3.28067 2.20405 0.63231
N 0.95109 -2.04049 -3.57364
C -4.53143 -1.11812 -1.06647
C 3.99935 -4.38461 -5.35227
C 2.71387 3.38176 -0.07938
C 2.91723 0.86037 2.75307
C 0.13485 -2.21561 -4.82144
C 1.16483 -5.83118 0.19783
C -2.31858 6.78061 4.04933
C -4.02960 -1.61372 4.38890
C -3.38597 4.01851 2.15464
C -2.99600 3.33922 0.85648
C 2.99887 -3.46419 -3.45507
C -2.35309 2.62895 -4.05185
C 1.30755 3.17592 -0.63691
C -0.24036 2.97491 -4.74500
C 0.52922 -2.37090 4.12483
C -2.31962 5.25746 4.09034
C 1.47541 -4.50983 0.36835
C -1.24116 -2.70719 -4.46688
C -1.51072 3.52954 -4.74688
C -1.16572 -4.99118 -5.00428
C -2.60260 -2.15263 4.48448
C -2.33188 -4.06347 1.24626
C -1.56120 1.63854 -3.51617
C 4.67085 2.62144 0.99910
C 5.63125 2.84603 -0.17208
C -2.62794 3.85083 -1.40698
C 1.62716 -3.20790 -2.87835
C 3.34040 -5.55966 -0.26779
C -3.01401 8.61381 2.76559
C 2.52810 2.08608 1.90788
C -0.61825 -3.19971 3.56298
C -2.68166 -3.70135 2.68867
C 2.32321 -6.50362 -0.25888
H -2.01954 -2.57699 -5.22830
H 2.64081 2.99782 2.50600
H -3.71317 -3.36365 2.68287
H 2.44429 1.01309 3.73450
H -1.82332 4.43040 -5.25081
H -2.73622 -4.55974 3.36258
H 0.22533 -1.76079 4.98252
H -1.42084 4.93351 4.61733
H -1.27091 7.07131 3.87643
H 0.97945 3.98316 -1.29494
H 0.54626 1.34749 -3.68622
H 5.55599 3.85907 -0.57641
H -3.18714 4.86261 4.61201
H -2.06582 8.82000 2.26468
H 5.10254 1.74173 1.47727
H -2.72676 -3.07718 5.05827
H 1.07658 -1.71624 3.45454
H 2.44015 -7.51789 -0.60164
H -1.49390 -4.74592 1.11551
H -2.76937 4.66927 -2.11663
H -3.42670 2.68845 -3.95247
H 3.28417 -3.50542 0.33671
H -2.01179 -1.42137 5.03625
H -4.16072 4.76528 2.00906
H 4.72865 -3.58308 -5.52041
H -2.06916 2.77243 0.98391
H -3.85536 8.88345 2.12932
H 3.35994 3.58863 -0.93167
H -3.84255 2.71959 0.54765
H -3.20120 -4.64546 0.92069
H -1.78565 0.70244 -3.03234
H -3.43478 3.16382 -1.67773
H -1.69946 -2.13245 -3.65225
H -1.62806 3.43384 -1.53211
H 0.19393 -6.27657 0.35785
H 0.74871 -2.93665 -5.36261
H 3.59797 -2.55161 -3.40327
H 3.68307 -4.82279 -6.29625
H 4.37525 -5.64205 -0.55402
H 1.46684 1.94801 1.72601
H -2.59584 7.15319 5.03978
H 1.26381 -3.03041 4.59776
H -2.28982 -3.17797 0.62217
H -1.46682 3.89781 2.69988
H 6.64065 2.76347 0.23903
H 3.42086 -4.27106 -2.84898
H 0.89473 -3.67402 0.72551
H 4.53210 -5.07664 -4.69348
H -1.96409 5.51672 2.14052
H 0.63621 3.33228 -5.25636
H 5.56343 2.10277 -0.95665
H -0.19532 -3.81158 2.76863
H 0.94190 -4.04588 -2.97783
H 2.70950 4.30002 0.52095
H 2.34699 0.00739 2.40037
H 1.69078 -1.36721 -3.79486
H -4.54690 -1.69291 5.34530
H 1.65820 -2.88642 -1.84177
H -4.68327 -2.13263 3.68600
H -2.08229 -4.97024 -5.60557
H 0.32708 -1.63341 -2.85840
H 4.70330 3.48892 1.66223
H 0.06759 -1.28209 -5.37816
H 0.59639 2.87518 0.13141
H -4.07437 -0.57284 4.06220
H -0.27552 -4.93442 -5.63479
H -0.78512 -3.90601 4.38704
H 1.30942 2.36391 -1.37179
H -1.17705 -5.97702 -4.53509
H -3.12679 9.21285 3.67287
H 3.97224 0.81759 3.00249
H -3.60087 3.28007 2.92644
```

Values from the calculation:
Frontier orbital gap (spin up / spin down) = 7.4 / 7.0 eV
Energy = -222530.2871 eV
Charge = -1
LUMO energy (spin up / spin down) = 1.54 / 1.23 eV
Expectation value of S² = 30.01
Largest force on an atom = 2.9 eV/A
Multiplicity = 11

***

3.
C33H72O27S3 | wB97M-V/def2-TZVPD

Structure (XYZ):
```
135
Properties=species:S:1:pos:R:3
S 4.54529 1.80208 4.48620
S -1.06170 2.34120 6.39906
S -2.52194 -6.17136 -0.70527
O -0.06038 -3.09685 -3.95565
O 0.24514 1.29565 -4.56160
O 1.66598 5.72801 -0.89421
O -1.19904 -6.43854 -1.11273
O 2.04513 0.62976 -5.56318
O -0.83726 -1.49083 -5.31663
O 5.16107 2.14608 3.04326
O -4.49041 3.86866 4.40852
O 0.74364 3.66170 -1.03173
O 3.56462 -2.67453 0.41525
O 5.26325 2.71925 5.40022
O 2.48466 4.11033 -2.20829
O 1.79319 0.04397 -3.37457
O 4.34001 -0.90693 -0.69312
O -2.28246 -2.96026 -4.46005
O 4.62286 -1.06724 1.45536
O -1.74615 2.00027 5.03327
O -0.18185 1.23014 6.71643
O -2.74593 -4.84370 -0.24525
O -2.16111 2.66038 7.23375
O 0.83036 -0.59819 -0.80666
O -1.11765 -1.68676 -0.74254
O -3.35264 3.11080 2.64926
O 3.12061 1.93148 4.43969
O -3.57098 -6.55669 -1.81579
O -0.96196 0.43891 0.00771
O -2.43693 4.65289 3.92034
C -0.48187 -0.53983 -0.42682
C 3.38543 0.13817 -5.59528
C 5.00808 0.15663 4.73555
C -0.90710 1.44789 3.97668
C -3.97974 -6.70597 -4.23678
C -3.02367 -7.42280 0.41340
C -4.54604 4.74664 5.52658
C 0.32250 4.11813 1.31295
C -0.07958 3.79432 6.08832
C -2.54687 -1.58709 -0.60075
C -0.21882 -4.09176 -2.93993
C 1.37730 0.55862 -4.39913
C 4.21141 2.26596 1.89608
C -1.98695 2.12022 -3.80072
C 1.62996 0.43536 -0.28506
C -4.53160 2.31160 2.41684
C 1.60481 4.58667 -1.30812
C -3.50998 -5.78960 -3.02742
C -4.06491 1.36017 1.36411
C 1.17617 -4.37439 -2.40779
C 3.60266 4.91291 -2.44802
C -3.22707 -1.04124 -1.77940
C -1.21224 -0.03125 3.90038
C -1.17404 -2.59243 -4.58980
C 1.38139 -2.64315 1.62883
C -1.93610 -0.97383 -6.03419
C 3.97472 -1.56528 -1.94104
C 2.86611 -3.08100 1.63254
C 4.19305 -1.53786 0.44367
C -0.61869 1.48672 -3.42123
C 5.14032 2.62664 0.69098
C -3.39190 3.95318 3.65777
C -0.26779 4.00318 -0.05980
H 4.45597 -2.55610 -1.98288
H 5.71902 1.81174 0.19775
H -2.58167 -7.24266 1.37678
H -3.21556 0.72263 1.56093
H 3.50574 -2.55118 2.38693
H 3.86994 1.23232 1.71669
H -2.70041 1.35054 -4.01797
H 1.61551 -3.49496 -1.91883
H -4.89501 -7.17483 -4.00764
H -3.28465 -7.49198 -4.36229
H -4.25052 -0.93435 -1.43327
H -0.41586 4.62637 1.94003
H 0.12694 1.66571 4.25830
H 3.46644 5.76752 -3.11984
H -0.83642 -3.73712 -2.13503
H 0.83407 -3.19033 2.39225
H 2.95086 -4.18027 1.74688
H -4.08718 -4.89847 -2.91147
H -2.89529 -0.00450 -2.21570
H -2.77418 -0.97084 0.25755
H -5.54744 4.68637 5.92096
H -5.32068 2.92571 2.01054
H 2.84030 -1.69634 -1.99932
H -1.09604 1.90523 2.99614
H -3.77471 1.95576 0.50446
H -1.06224 -0.36356 2.86222
H 4.71017 3.19982 -0.12946
H -0.61484 -5.00980 -3.44360
H 4.03995 5.40998 -1.59941
H -1.66703 0.07303 -6.13623
H 0.92959 -2.86510 0.66380
H 1.22794 4.79985 1.37849
H 3.81385 0.24768 -6.60552
H 5.90919 3.33408 1.07352
H -1.04658 3.27180 -0.10021
H 1.77169 0.29267 0.79759
H -1.81138 2.64097 -4.73499
H -1.97954 -1.36471 -7.01975
H 1.24526 -1.59853 1.87023
H 4.03711 0.69747 -4.88796
H 0.57277 3.13023 1.75076
H -4.99278 1.86332 3.35721
H 1.09174 -5.06763 -1.59092
H 3.54541 3.06390 2.12839
H -4.84501 0.69867 1.05505
H 1.31081 1.46360 -0.30047
H 3.35172 -0.91390 -5.36507
H -0.20912 2.04104 -2.56129
H -2.78516 -8.36466 -0.02634
H 4.26691 -0.94029 -2.78697
H 0.38979 4.08422 7.03806
H 2.56684 0.25032 -0.83335
H -0.66785 0.45714 -3.05605
H -2.47538 -5.61327 -3.23519
H -0.76307 4.93792 -0.34373
H 6.09011 0.10719 4.47808
H 0.59238 3.65926 5.22039
H -4.07980 -7.35442 0.57526
H -2.85240 -2.57539 -0.44094
H 4.43026 4.33532 -2.99870
H -3.38860 -1.79915 -2.57186
H -0.81318 4.48259 5.76454
H -2.41521 2.79129 -3.05487
H -4.39251 5.75581 5.26169
H -0.70431 -0.65449 4.57482
H -2.27379 -0.16737 4.08941
H -3.67153 4.54707 6.20324
H -2.81369 -1.06205 -5.43845
H 1.81924 -4.74324 -3.22718
H 4.44631 -0.39243 3.99412
H -4.12482 -6.11413 -5.14514
H 4.71527 -0.12327 5.83037
```

Values from the calculation:
Structure (SMILES) = CCOS(C)(=O)=O.CCOS(C)(=O)=O.CCOS(C)(=O)=O.CCOC(=O)OC.CCOC(=O)OC.CCOC(=O)OC.CCOC(=O)OC.CCOC(=O)OC.CCOC(=O)OC
Frontier orbital gap = 10.7 eV
Energy = -123174.3575 eV
Charge = 0
ΔE to the lowest compared entry with this formula, charge and spin = 0.5 kcal/mol
LUMO energy = 0.22 eV
Largest force on an atom = 4.6 eV/A
Multiplicity = 1